{
  "formula": "C4H8O2",
  "method": "the ωB97M-V functional and the def2-TZVPD basis",
  "elements": ["C", "C", "O", "C", "C", "O", "H", "H", "H", "H", "H", "H", "H", "H"],
  "positions_angstrom": [[-1.307682, 0.460711, 1.307647], [-1.541578, 0.670276, 0.017160], [-1.047722, -0.104985, -0.984253], [0.069082, -0.943903, -0.658357], [1.423172, -0.225921, -0.657813], [1.851214, 0.341446, 0.565117], [-0.830352, -0.454579, 1.624227], [-1.584074, 1.171019, 2.069248], [-2.178920, 1.473250, -0.357909], [-0.045159, -1.490058, 0.286555], [0.062303, -1.683165, -1.459160], [2.179059, -0.981013, -0.903025], [1.413486, 0.515602, -1.466869], [1.537168, 1.251326, 0.617438]],
  "forces_ev_per_a": [[-0.11, 0.01, 0.04], [0.05, 0.06, 0.32], [0.10, -0.01, 0.12], [0.14, -0.17, -0.06], [-0.08, -0.23, -0.42], [-0.16, 0.22, 0.04], [0.27, 0.32, 0.20], [-0.39, -0.02, -0.05], [0.36, -0.13, 0.00], [-0.16, 0.12, -0.26], [0.13, 0.02, -0.02], [-0.11, 0.08, -0.04], [0.06, -0.06, 0.07], [-0.10, -0.21, 0.07]],
  "lowdin_charge": [0.0108, -0.2253, -0.0987, -0.1816, -0.2332, -0.0662, 0.0510, 0.0545, 0.1183, 0.1129, 0.1248, 0.1201, 0.1270, 0.0857],
  "smiles": "C=COCCO",
  "e_lumo_ha": 0.03616,
  "gap_ha": 0.3608,
  "e_above_lowest_kj_mol": 210.4
}

{
  "formula": "C4H11N2",
  "method": "the ωB97M-V functional and the def2-TZVPD basis",
  "elements": ["C", "C", "N", "H", "H", "H", "H", "H", "H", "C", "C", "N", "H", "H", "H", "H", "H"],
  "positions_angstrom": [[1.065291, -1.094033, 1.397961], [2.421045, 0.383942, 0.080273], [1.266280, -0.012882, 0.428507], [0.532150, -1.910777, 0.916430], [0.481807, -0.713553, 2.232499], [2.040649, -1.417170, 1.754638], [3.306040, -0.147206, 0.419677], [2.501771, 1.190688, -0.637961], [0.433982, 0.305758, -0.241391], [-2.041158, 0.725721, 0.163215], [-1.298872, 0.061353, -1.975085], [-0.994228, 0.565652, -0.852467], [-1.756694, 0.133501, 1.029119], [-3.007291, 0.405461, -0.230616], [-2.113063, 1.783505, 0.412207], [-0.492812, -0.176529, -2.658618], [-2.344893, -0.083425, -2.238390]],
  "forces_ev_per_a": [[0.11, 0.20, -0.17], [-0.14, -0.40, -0.12], [0.53, -0.20, -0.83], [0.00, -0.02, 0.03], [-0.05, 0.01, 0.00], [-0.09, -0.15, 0.05], [0.06, 0.40, 0.35], [0.03, -0.04, -0.08], [-0.47, 0.35, 0.99], [0.05, 0.49, -0.81], [0.00, 0.62, 0.53], [0.17, -0.94, 0.00], [-0.14, 0.09, 0.15], [-0.02, -0.11, 0.17], [0.06, -0.07, 0.29], [-0.16, 0.03, -0.28], [0.05, -0.27, -0.25]],
  "lowdin_charge": [-0.0145, 0.1448, -0.0308, 0.1059, 0.1009, 0.0967, 0.1189, 0.1186, 0.0957, -0.0764, 0.0279, -0.1262, 0.0758, 0.0858, 0.0932, 0.0876, 0.0960],
  "total_charge": 1,
  "e_lumo_ha": -0.15749,
  "gap_ha": 0.3805,
  "e_above_lowest_kj_mol": 212.6
}

{
  "formula": "C4H13N2O",
  "method": "the ωB97M-V functional and the def2-TZVPD basis",
  "elements": ["C", "C", "O", "N", "H", "H", "H", "H", "H", "C", "C", "N", "H", "H", "H", "H", "H", "H", "H", "H"],
  "positions_angstrom": [[-2.459082, 1.843322, -1.026383], [-1.058204, 1.349370, -0.886122], [-0.463121, 1.295306, 0.182000], [-0.400394, 1.175159, -2.092523], [-3.248759, 1.093501, -1.138298], [-2.658854, 2.534500, -1.843745], [0.419290, 0.604058, -2.207034], [-1.037064, 1.256059, -2.878928], [-2.658986, 2.394668, -0.076696], [1.722549, -0.810792, 1.096077], [1.852223, -2.238388, 0.544818], [0.313846, -0.585470, 1.571644], [2.483564, -0.824165, 1.918957], [1.877535, 0.157264, 0.611149], [0.918030, -2.607796, 0.111160], [2.174448, -2.848719, 1.363070], [-0.034266, -1.177182, 2.350557], [0.082266, 0.372258, 1.873064], [-0.372404, -0.741634, 0.837794], [2.547385, -2.241313, -0.310560]],
  "forces_ev_per_a": [[-1.19, 0.86, 1.45], [1.33, 0.81, -1.87], [-0.34, -0.40, -0.03], [-1.72, -0.08, 0.59], [0.46, -0.35, 0.18], [0.56, 0.04, -0.14], [0.16, 0.17, 0.18], [0.61, -0.23, -0.08], [-0.08, -0.41, -0.76], [0.56, 0.15, 1.40], [-0.26, 1.30, -1.71], [-1.15, -0.69, 2.27], [-1.25, 0.58, -0.10], [0.44, -0.83, -1.13], [-0.03, -0.01, 0.23], [0.20, -0.66, 0.06], [0.79, -0.03, -0.36], [0.54, -0.06, -0.37], [0.29, 0.07, -0.45], [0.09, -0.21, 0.64]],
  "lowdin_charge": [-0.0059, -0.5375, -0.0068, 0.1711, 0.0958, 0.0914, 0.1073, 0.1093, 0.1060, -0.1832, -0.0578, 0.1241, 0.1393, 0.1220, 0.0812, 0.0766, 0.1844, 0.1488, 0.1363, 0.0974],
  "total_charge": 1,
  "e_lumo_ha": -0.11287,
  "gap_ha": 0.4100,
  "e_above_lowest_kj_mol": 110.1
}

{
  "formula": "FH2NO3S",
  "method": "the ωB97M-V functional and the def2-TZVPD basis",
  "elements": ["N", "O", "O", "O", "F", "S", "H", "H"],
  "positions_angstrom": [[-1.443208, 0.314838, -0.148732], [2.459318, -0.742704, 1.107104], [0.772150, -1.412311, -0.587668], [-0.762410, 0.632529, 0.865803], [1.723101, 0.841467, -0.688623], [1.367064, -0.446024, 0.258142], [-1.849399, 1.125616, -0.824407], [-2.266619, -0.313412, 0.018379]],
  "forces_ev_per_a": [[-3.67, 1.73, -1.80], [1.17, -0.05, 0.32], [-0.07, -0.80, -0.91], [0.56, -0.03, -0.14], [0.23, -0.85, 0.44], [-1.41, 1.78, 0.19], [1.92, -1.81, 1.80], [1.27, 0.04, 0.09]],
  "lowdin_charge": [-0.0898, -0.2805, -0.3014, -0.1735, -0.2371, 0.7709, 0.1822, 0.1292],
  "e_lumo_ha": [-0.03534, -0.07173],
  "gap_ha": [0.3338, 0.3014],
  "e_above_lowest_kj_mol": 189.2
}

{
  "formula": "C5H35N3O10",
  "method": "the ωB97M-V functional and the def2-TZVPD basis",
  "elements": ["C", "C", "C", "C", "N", "C", "N", "N", "H", "H", "H", "H", "H", "H", "H", "H", "H", "H", "H", "H", "H", "H", "H", "H", "H", "O", "H", "H", "O", "H", "H", "O", "H", "H", "O", "H", "H", "O", "H", "H", "O", "H", "H", "O", "H", "H", "O", "H", "H", "O", "H", "H", "O"],
  "positions_angstrom": [[-1.135618, -0.758114, 3.426192], [-0.804394, -0.234745, 2.040055], [-1.664394, -0.972429, 1.041908], [-1.980592, -0.597479, -0.388301], [0.032954, -1.839901, -3.225556], [-0.886351, -1.690050, -2.293758], [-0.861495, -0.764382, -1.372982], [0.748065, -0.405154, 1.862811], [-0.396130, -0.526863, 4.206460], [-2.079833, -0.335665, 3.792129], [-1.109217, -1.849794, 3.435936], [-0.823931, 0.851544, 2.038144], [-1.449017, -2.052625, 1.024984], [-2.626678, -1.037379, 1.609900], [-2.257228, 0.458454, -0.579753], [-2.840080, -1.198458, -0.673670], [0.947999, -1.414240, -3.171885], [-0.044365, -2.624919, -3.854385], [-1.725177, -2.381610, -2.217091], [-0.119457, -0.122775, -1.041996], [1.158561, 0.522237, 1.844038], [1.106456, -0.912054, 1.047401], [1.075342, -0.930166, 2.675190], [2.520549, 0.216703, -3.960767], [2.351960, 1.215973, -2.667279], [1.989726, 0.529280, -3.209767], [-2.867423, 3.342691, -3.569215], [-1.764491, 2.894014, -4.526437], [-2.062641, 2.837010, -3.609146], [-4.058381, 3.155825, -0.841735], [-5.144444, 2.130678, -0.666985], [-4.187510, 2.224132, -0.670092], [0.706194, -3.758887, 3.668912], [1.286181, -3.920309, 2.135505], [1.014664, -3.353975, 2.863352], [1.664877, -5.180437, -0.634709], [2.236309, -5.391639, 0.847338], [1.892787, -4.787190, 0.193753], [-0.865748, 4.206628, -1.870183], [0.664115, 4.426255, -2.246486], [0.038791, 4.042934, -1.615909], [3.049530, -1.254926, -0.471501], [2.518569, -2.637817, -0.678250], [2.312065, -1.825296, -0.200800], [1.460501, 1.871097, 4.588150], [2.386129, 0.704255, 4.692254], [1.752418, 1.102054, 4.088620], [1.364773, 4.206748, 0.853096], [2.202835, 3.587129, 1.924899], [1.302104, 3.585827, 1.592677], [1.172682, 2.042008, 0.095594], [0.420023, 2.251163, -1.179085], [0.853000, 1.536016, -0.662118]],
  "forces_ev_per_a": [[0.38, -0.12, 0.98], [1.69, 0.19, 0.25], [-1.17, -1.02, 0.57], [0.07, 1.33, -0.96], [-0.04, -0.94, -0.05], [0.71, 0.79, 0.79], [-0.73, -0.40, 1.83], [-0.66, -0.53, -0.11], [-0.01, 0.54, -0.45], [0.10, -0.40, -0.27], [-0.60, 0.00, -0.24], [-0.92, 0.06, -0.34], [0.66, 0.22, 0.22], [0.31, 0.43, -0.80], [-0.21, -0.46, 0.70], [0.07, -0.08, -0.31], [-0.15, 0.68, 0.14], [-0.13, 0.06, 0.01], [0.04, 0.22, -0.57], [0.39, -0.25, -1.49], [0.26, 0.02, 0.41], [-0.28, -0.26, -0.27], [0.29, 0.10, -0.04], [0.30, 1.01, 0.64], [0.81, 0.42, 0.01], [-1.11, -1.66, -0.70], [-0.59, 0.22, -0.16], [-0.12, 0.04, 0.16], [0.67, -0.22, 0.04], [0.10, 0.34, 0.02], [-0.11, -0.13, 0.04], [0.04, -0.25, -0.01], [0.12, -0.93, -0.13], [-0.28, -0.51, 0.42], [0.07, 1.74, -0.42], [-0.04, -1.08, -0.31], [0.21, -0.82, -0.44], [-0.09, 1.77, 0.74], [-0.22, 0.18, -0.65], [-0.67, 0.08, -0.06], [1.03, -0.38, 0.68], [-0.29, 0.08, 0.20], [-0.27, -0.40, 0.44], [0.45, 0.46, -0.50], [-0.20, 0.20, -0.10], [0.22, -0.20, -0.01], [0.01, 0.04, 0.08], [-0.39, 0.09, 0.06], [0.20, -0.04, 0.38], [0.20, -0.25, -0.57], [0.03, 0.16, 0.32], [0.01, -0.10, -0.01], [-0.16, -0.02, -0.15]],
  "lowdin_charge": [-0.0534, -0.2802, -0.1356, -0.1277, 0.1936, -0.1287, 0.0890, 0.2160, 0.0838, 0.1095, 0.0825, 0.1503, 0.1378, 0.1462, 0.1234, 0.1287, 0.0926, 0.1329, 0.1684, 0.1135, 0.1112, 0.0939, 0.1132, 0.0674, 0.0213, -0.0554, 0.0311, 0.0534, -0.0498, 0.0306, 0.0475, -0.0508, 0.0533, 0.0091, -0.0341, 0.0432, 0.0576, -0.0260, 0.0370, 0.0774, -0.0349, 0.0700, 0.0379, -0.0546, 0.0636, 0.0615, -0.0384, 0.0481, 0.0519, -0.0460, 0.0098, 0.0317, -0.0739],
  "total_charge": 2,
  "e_lumo_ha": -0.17691,
  "gap_ha": 0.4199,
  "e_above_lowest_kj_mol": 0.0
}

{
  "formula": "C15H26FeNO4Si2Te",
  "method": "the ωB97M-V functional and the def2-TZVPD basis",
  "elements": ["Fe", "O", "C", "O", "C", "C", "C", "C", "C", "N", "C", "O", "O", "H", "H", "H", "H", "C", "Si", "C", "C", "C", "Te", "C", "Si", "C", "C", "C", "H", "H", "H", "H", "H", "H", "H", "H", "H", "H", "H", "H", "H", "H", "H", "H", "H", "H", "H", "H", "H", "H"],
  "positions_angstrom": [[-1.586062, 1.520491, 0.085101], [-3.232413, 2.806117, 3.752285], [-2.872132, 2.202459, 2.662991], [-2.029537, 2.638104, 1.872991], [-3.534038, 0.903475, 2.376220], [-4.587765, 0.299284, 3.024945], [-5.052609, -0.905731, 2.491152], [-4.455909, -1.460322, 1.365170], [-3.399411, -0.769146, 0.791726], [-2.975787, 0.372988, 1.300844], [-2.478929, -1.069807, -0.370878], [-1.850699, -2.106893, -0.435710], [-2.237211, -0.003978, -1.089507], [-2.771133, 3.656922, 3.865127], [-5.034307, 0.745690, 3.902890], [-5.889578, -1.408898, 2.956714], [-4.803233, -2.391287, 0.938165], [4.741606, -2.037184, 1.452748], [2.913253, -1.964077, 1.207021], [2.273504, -3.346873, 0.140845], [1.942601, -1.797981, 2.790532], [2.556142, -0.310530, 0.237259], [0.522131, -0.238569, -0.281669], [0.657532, -0.217523, -2.359596], [0.701817, 1.604675, -2.997388], [0.352027, 1.537048, -4.802606], [-0.646914, 2.581504, -2.086558], [2.348098, 2.316601, -2.542115], [5.000596, -2.940129, 2.012651], [5.107791, -1.174657, 2.013515], [5.260407, -2.076787, 0.492337], [2.506991, -4.313719, 0.591725], [2.737322, -3.325878, -0.849612], [1.184950, -3.314912, 0.010043], [1.877171, -2.756093, 3.310680], [0.912674, -1.468610, 2.609626], [2.410595, -1.081304, 3.469406], [3.116986, -0.244086, -0.695916], [2.771119, 0.550654, 0.875026], [-0.226971, -0.738723, -2.729544], [1.564502, -0.750136, -2.647484], [-0.608176, 1.061650, -5.014796], [1.133291, 0.978760, -5.323796], [0.330631, 2.547238, -5.221843], [-1.603290, 2.032769, -2.070473], [-0.870825, 3.508649, -2.620718], [-0.287711, 2.926175, -1.091658], [3.154239, 1.774935, -3.044563], [2.540079, 2.286317, -1.465417], [2.416583, 3.361325, -2.857888]],
  "forces_ev_per_a": [[-1.34, -0.40, 0.39], [0.03, 0.05, -0.06], [-0.16, -0.09, 0.15], [0.41, 0.32, -0.35], [0.03, 0.13, 0.13], [-0.04, -0.03, 0.09], [0.00, -0.03, -0.04], [0.01, -0.06, 0.07], [0.07, 0.13, -0.10], [0.11, 0.13, -0.25], [0.14, -0.35, 0.03], [-0.24, 0.05, -0.15], [0.39, 0.52, 0.07], [-0.01, -0.01, -0.01], [-0.02, -0.02, -0.03], [0.01, 0.01, 0.00], [0.02, 0.00, 0.03], [0.03, 0.04, 0.00], [0.01, -0.04, 0.03], [-0.10, 0.08, -0.11], [-0.04, 0.05, 0.00], [-0.14, -0.11, 0.09], [0.92, -0.22, -0.13], [-0.16, 0.02, 0.02], [0.04, -0.04, 0.03], [-0.04, 0.03, -0.14], [-0.10, -0.01, 0.19], [0.12, 0.05, -0.02], [0.02, 0.05, -0.03], [0.04, -0.05, -0.02], [0.04, -0.01, 0.06], [0.01, 0.02, -0.01], [-0.02, -0.06, 0.03], [0.04, -0.03, 0.00], [0.03, 0.03, -0.01], [0.00, -0.04, 0.04], [-0.03, -0.02, -0.01], [-0.03, 0.00, 0.00], [-0.05, -0.03, -0.01], [0.01, 0.01, 0.04], [0.00, -0.03, 0.03], [0.03, 0.02, -0.01], [-0.04, 0.01, -0.01], [0.01, -0.06, 0.00], [0.05, 0.04, -0.08], [0.00, 0.00, 0.06], [-0.06, -0.06, -0.07], [-0.01, 0.03, 0.04], [0.01, 0.02, -0.03], [0.00, -0.05, 0.02]],
  "lowdin_spin": [3.7596, 0.0041, 0.0069, 0.0467, 0.0049, 0.0020, -0.0021, 0.0019, 0.0030, 0.0484, 0.0186, 0.0676, 0.0963, 0.0001, 0.0005, -0.0001, 0.0003, 0.0033, 0.0218, 0.0116, 0.0036, 0.0936, 0.5898, 0.0804, 0.0322, 0.0109, 0.0323, 0.0021, 0.0009, 0.0001, 0.0002, 0.0000, 0.0002, 0.0089, 0.0001, 0.0029, 0.0003, 0.0036, 0.0130, 0.0049, 0.0022, 0.0001, 0.0001, 0.0024, 0.0040, 0.0025, 0.0120, 0.0004, 0.0010, 0.0001],
  "total_charge": 2,
  "e_lumo_ha": [-0.24756, -0.34269],
  "gap_ha": [0.3240, 0.2483],
  "multiplicity": 6
}

For each record above, in turn, the calculated total energy values are -307.63231, -268.22393, -344.72492, -779.57323, -1127.68160, -3053.11268 Eh.
For each record above, in turn, the calculated F_max values are 0.49, 1.15, 2.63, 4.43, 2.12, 1.45 eV/Å.